Formula: C23H57NO8P3S
Source: the Open Molecules 2025 dataset
Level of theory: ωB97M-V with the def2-TZVPD basis set

Computed properties:
HOMO-LUMO gap ... 6.7 eV
Total charge ... +1
E_HOMO ... -11.559 eV

Last column: Löwdin charge in e.
Element x y z (Å)
H 6.07 -2.45 0.89  0.10
H -7.25 0.12 0.15  0.08
C -6.31 -0.20 -0.31  -0.06
O 4.56 0.17 -6.32  -0.35
H 4.47 0.28 -3.35  0.14
H -4.23 2.15 1.17  0.07
H 2.12 -2.38 -5.15  0.12
O -4.26 4.97 0.38  -0.07
H -4.29 5.61 3.67  0.08
H 4.55 -4.75 0.68  0.10
H -0.60 -2.19 3.88  0.09
H 1.78 3.48 -1.74  0.10
H 5.18 -1.88 -4.37  0.16
H 0.51 -2.31 0.27  0.03
C 4.17 -2.53 -4.31  -0.07
H 0.07 -0.65 -1.85  0.01
C 0.48 2.60 6.05  -0.06
H -4.19 -0.07 0.05  0.12
H -5.99 2.20 1.06  0.09
C 2.87 -1.58 -4.73  -0.28
H 1.96 -1.99 -7.40  0.08
H 3.81 2.59 -2.74  0.14
C -0.02 -2.56 1.19  -0.07
H 0.41 -0.68 2.14  0.13
O -0.14 -2.01 -3.86  -0.51
O 2.81 -1.51 -7.67  -0.19
H -2.76 5.39 1.69  0.14
H -6.02 0.08 2.23  0.09
H 1.00 0.28 -6.00  0.06
C 2.10 -4.99 -1.19  -0.40
C -3.82 5.63 1.56  -0.50
C 2.89 1.86 -2.94  -0.23
H -0.89 -3.17 0.90  0.09
C -0.47 -1.29 1.91  -0.50
C 1.69 2.33 -1.93  -0.54
C 0.29 1.16 5.62  -0.50
H -5.69 5.31 2.61  0.08
H 0.64 -3.16 1.82  0.09
C -1.22 -1.62 3.19  -0.05
H 0.67 2.18 -2.52  0.07
C -5.12 0.29 0.50  -0.51
O -1.30 -0.53 1.04  -0.08
P 0.60 -0.74 -3.20  0.83
C -4.61 5.13 2.75  -0.06
H 1.78 -4.97 -3.46  0.06
H 4.26 -3.41 -5.10  0.15
H 2.14 -5.77 -0.30  0.11
H 1.54 -3.99 -0.88  0.04
H -1.55 -0.70 3.69  0.07
P 3.09 -0.43 -6.29  0.77
H -4.50 4.04 2.86  0.07
H 2.41 -2.04 -1.30  0.15
H 5.06 -1.80 -0.63  0.05
H -3.41 7.48 0.51  0.08
O -5.19 -0.24 1.82  -0.06
H -1.62 1.13 6.01  0.10
H 0.02 0.34 7.61  0.09
H 0.91 0.95 4.73  0.13
N 2.80 -1.97 -2.28  0.05
H 0.19 -5.50 -2.47  0.10
P 3.91 -4.47 -1.73  0.97
C 2.51 -0.86 -3.30  -0.44
C 5.07 -2.57 0.26  -0.18
H 0.21 3.29 5.25  0.08
H -3.64 7.68 2.26  0.08
C -3.98 7.13 1.38  -0.07
H 0.19 0.91 -0.20  -0.12
O 1.83 0.79 -6.23  -0.21
C 0.66 0.19 6.73  -0.06
H 1.70 0.31 7.03  0.08
C 1.37 -5.60 -2.55  -0.17
H 0.50 -0.85 6.40  0.07
H 2.58 2.06 -4.07  0.12
H 0.09 0.41 -3.92  0.03
H -6.27 0.18 -1.33  0.08
H 6.09 -4.52 -0.43  0.09
C 3.46 0.34 -2.73  -0.17
C -5.09 1.81 0.58  -0.07
H -2.08 -1.07 0.83  0.09
H 3.78 0.08 -1.62  0.11
H 1.74 -6.71 -2.66  0.09
H -5.03 7.39 1.19  0.08
H -5.20 5.17 0.25  0.09
S 1.53 1.36 -0.34  0.63
H -0.16 2.84 6.91  0.08
C 3.62 -2.93 -2.82  -0.25
H 4.15 -2.37 0.98  0.09
C 5.01 -4.14 -0.21  -0.42
H -5.01 2.25 -0.42  0.08
H 1.52 2.79 6.34  0.08
O -1.06 0.95 5.24  -0.07
H -2.13 -2.20 2.97  0.09
H -6.32 -1.29 -0.34  0.08

---

Formula: C23H58B3O17P3
Source: the Open Molecules 2025 dataset
Level of theory: ωB97M-V with the def2-TZVPD basis set

Computed properties:
Energy above the lowest of the compared OMol25 structures with the same formula, charge and spin ... 59.6 kcal per mole
HOMO-LUMO gap ... 9.9 eV
Total charge ... 0
E_HOMO ... -9.542 eV

Last column: Löwdin charge in e.
Element x y z (Å)
H 9.69 4.39 7.24  0.07
H 8.35 1.14 4.26  0.11
H -2.74 -1.34 0.28  0.06
H -6.17 -7.11 0.43  0.07
H -5.21 -8.49 0.99  0.08
H -4.22 -4.64 -4.07  0.08
H 9.05 5.98 7.68  0.08
H 2.91 1.71 -1.22  0.11
H 4.35 1.78 1.40  0.07
H 10.10 0.69 6.03  0.08
H 0.04 4.41 1.02  0.13
H 2.87 5.21 0.14  0.13
H -8.91 -1.39 -7.98  0.07
H 1.95 5.46 -1.39  0.13
H -7.74 -1.41 -9.30  0.08
O -2.57 -5.85 2.35  -0.21
H 3.42 0.33 0.88  0.07
P -5.81 -2.71 -5.57  0.44
C 3.84 1.81 -0.67  -0.26
P -2.88 -4.78 1.41  0.45
H -1.28 -2.97 3.02  0.08
H 8.01 4.80 6.89  0.08
C 0.16 4.23 -0.06  -0.06
H -3.53 -1.34 -1.30  0.07
C 7.43 5.57 2.18  -0.27
O -3.95 -5.43 0.37  -0.22
H -4.22 -2.40 3.62  0.12
H -7.71 -2.43 -2.81  0.08
O -1.98 0.70 -1.35  0.21
O 7.76 5.14 3.50  -0.22
H -6.79 -0.48 -4.01  0.11
H -5.30 -7.00 1.95  0.08
H -3.41 -3.89 -1.28  0.10
H 8.21 5.29 1.48  0.11
C 9.03 5.19 6.92  -0.07
C -6.88 -1.05 -7.35  -0.28
H 5.28 5.50 2.29  0.08
H -6.18 -2.69 -1.98  0.06
H 3.16 3.55 -2.40  0.13
H -5.35 -4.49 -2.73  0.05
C -6.27 -5.10 -4.59  -0.26
H 10.35 6.37 5.75  0.12
O -2.09 -3.92 0.34  -0.17
H -1.93 -1.72 4.09  0.08
C -7.91 -1.70 -8.27  -0.07
H -4.86 -6.10 -3.30  0.08
C 9.88 1.69 5.68  -0.08
H 0.16 0.12 -0.94  0.13
H -2.17 -1.61 2.34  0.06
H -1.90 -3.05 -1.46  0.13
C -2.12 -2.29 3.19  -0.07
O -5.26 -3.25 -6.81  -0.21
O 9.85 4.79 4.62  -0.18
P 8.84 3.95 3.75  0.44
O -0.70 1.83 0.27  0.26
C 9.46 5.77 5.59  -0.24
C -6.11 -1.11 -3.45  -0.24
C 2.41 4.71 -0.73  -0.18
C 3.53 4.02 -1.48  -0.21
C 6.09 5.01 1.75  -0.07
H 7.77 1.39 5.90  0.12
O -6.78 -3.80 -4.89  -0.19
O 4.29 3.16 -0.68  -0.14
H -7.10 -5.66 -4.16  0.12
C -2.71 -3.24 -0.76  -0.22
O -5.28 -1.89 -4.34  -0.18
H -4.13 -7.04 -0.86  0.11
C 8.46 1.76 5.15  -0.26
H -7.18 -1.28 -1.60  0.08
H -5.98 -5.60 -5.52  0.12
C -3.42 -3.07 3.33  -0.26
H 6.02 3.95 1.96  0.07
O -6.93 -1.63 -6.05  -0.22
H -5.41 -0.44 -2.95  0.11
B -0.77 0.81 -0.68  -0.34
H -7.86 -2.79 -8.19  0.08
B -0.80 3.04 -0.42  -0.50
H 7.39 6.66 2.21  0.12
H -5.88 -1.14 -7.78  0.11
O -1.73 3.07 -1.44  0.27
H 4.20 4.83 -1.80  0.13
H -3.12 -7.34 0.54  0.11
C -5.11 -5.08 -3.61  -0.08
O 8.03 3.10 4.85  -0.19
H -7.10 0.01 -7.24  0.12
B -2.56 1.95 -1.33  -0.33
C -6.83 -1.93 -2.41  -0.06
H 5.93 5.16 0.68  0.07
H 4.60 1.13 -1.07  0.12
H -0.06 5.15 -0.61  0.12
H -3.73 2.09 -1.16  0.13
H -4.33 -2.07 0.08  0.08
H 2.63 1.91 1.12  0.06
C -3.36 -1.92 -0.40  -0.06
C 3.54 1.41 0.77  -0.06
O 1.48 3.74 -0.28  -0.15
O -3.84 -3.69 2.11  -0.19
H 10.60 1.94 4.90  0.08
H 8.70 6.44 5.19  0.11
C -5.25 -7.40 0.94  -0.07
H 10.03 2.39 6.50  0.06
C -4.04 -6.85 0.21  -0.28
O 8.87 3.21 2.48  -0.21
H -3.32 -3.83 4.11  0.12

---

Formula: C23H58Cl22O6
Source: the Open Molecules 2025 dataset
Level of theory: ωB97M-V with the def2-TZVPD basis set

Computed properties:
HOMO-LUMO gap ... 10.7 eV
Total charge ... 0
E_HOMO ... -10.334 eV

Last column: Löwdin charge in e.
Element x y z (Å)
Cl -4.19 -3.93 0.13  0.51
C -1.49 -2.47 -2.57  -0.94
H 5.98 -1.05 -2.99  0.00
O -0.81 -0.49 5.38  -0.11
Cl -0.64 -3.42 -1.29  0.55
H -0.20 3.39 -0.61  0.05
Cl 4.64 4.40 -1.19  0.55
H 2.12 -2.78 -1.64  -0.03
H -0.79 2.79 2.45  0.07
Cl -1.76 -6.02 2.57  0.52
C -5.16 -3.93 1.66  -0.96
H -3.12 -1.40 0.96  0.06
H 3.04 -1.83 -2.88  -0.04
O -1.38 3.82 -1.62  -0.13
C -2.57 0.82 4.33  -0.07
H -5.40 -0.16 0.45  0.07
H 0.51 -2.36 0.94  0.00
O -1.94 1.39 -2.60  -0.15
C -1.32 6.14 -2.39  -0.07
C 1.37 -1.70 1.09  -0.10
C -0.93 4.70 -2.66  -0.29
H -3.32 0.21 4.77  0.06
H 1.39 -1.29 2.13  0.06
H 0.91 2.24 2.53  0.04
H -0.85 6.43 -1.46  0.07
Cl -0.55 -3.42 3.37  0.59
H -3.24 3.04 0.07  0.01
C 6.13 0.00 -2.74  -0.98
H -1.47 -0.82 3.60  0.07
H 0.05 1.24 -2.67  0.00
C 0.62 3.79 1.17  -0.30
Cl -4.56 -2.97 3.03  0.52
Cl 2.16 -7.78 -0.50  0.58
C -2.67 1.17 -3.85  -0.24
C -1.26 0.05 4.22  -0.38
H -0.46 0.19 5.97  0.09
H -2.87 1.10 3.30  0.07
H -1.90 -1.52 -2.24  -0.01
O -2.31 -0.32 -0.59  -0.16
H 0.16 4.70 -2.75  0.08
H 0.13 1.13 0.21  0.09
C 1.99 -1.94 5.20  -1.04
H -1.34 4.34 -3.69  0.13
Cl 4.26 2.44 1.11  0.50
H -2.03 2.86 -5.01  0.05
Cl 2.60 -3.94 -3.68  0.49
H 1.48 -0.79 -0.88  0.08
C 2.97 -2.78 -2.32  -1.02
H 4.08 2.17 -1.15  -0.04
H -0.92 6.79 -3.13  0.07
Cl 2.32 -0.19 4.92  0.50
H -5.26 -5.00 1.92  0.04
H -2.38 6.21 -2.25  0.07
Cl 2.85 -5.33 1.00  0.56
Cl 6.71 -3.18 1.21  0.48
H -4.03 4.31 -1.02  0.04
C -4.00 3.85 -0.02  -1.02
H -1.65 2.95 -1.97  0.05
H 1.54 -5.60 -0.85  -0.02
H 1.63 4.16 1.26  0.09
H 3.20 -5.78 -1.21  0.00
O 0.45 2.97 0.03  -0.13
H 2.71 3.15 -0.49  0.00
H 0.43 3.73 3.37  0.10
H -2.46 1.72 4.94  0.08
H -0.12 -4.62 1.53  -0.01
H -0.47 0.67 3.66  0.10
O 0.06 0.14 0.43  -0.11
H -3.27 0.35 1.06  0.09
C 1.10 1.07 -2.92  -0.99
H 2.27 -2.33 1.02  0.04
Cl 1.14 -0.29 -3.96  0.63
H -6.09 -3.52 1.42  -0.01
C 5.51 -2.18 2.08  -1.01
C -2.01 1.79 -5.05  -0.07
Cl 5.10 -0.74 1.19  0.51
H 0.96 -2.01 5.57  0.00
Cl 3.10 -2.58 6.38  0.54
C 1.33 -0.45 0.17  -0.28
H 0.04 4.66 1.03  0.09
H 6.14 0.17 -1.67  0.00
C -0.32 -4.97 2.56  -1.01
Cl -3.56 4.99 1.28  0.49
H 1.69 0.82 -2.07  -0.02
H 4.64 -2.83 2.17  -0.01
C 0.26 3.07 2.47  -0.06
H 5.91 -2.03 3.10  0.04
Cl -2.89 -3.38 -3.21  0.51
Cl -5.57 3.17 0.43  0.51
C 3.81 3.03 -0.50  -1.07
H -2.48 1.48 -5.97  0.08
H -0.95 1.50 -5.12  0.06
H -2.25 0.77 -1.90  0.05
H -4.97 -1.40 -0.76  0.05
H 2.20 -2.43 4.25  -0.01
Cl 7.68 0.52 -3.43  0.52
H 0.51 -5.42 3.04  0.00
Cl 4.70 0.88 -3.37  0.51
H -1.37 -0.31 -0.27  0.06
H -2.77 0.11 -4.03  0.11
Cl 1.82 2.57 -3.66  0.53
Cl 4.40 -3.13 -1.40  0.57
C -3.30 -0.50 0.41  -0.29
C -4.64 -0.46 -0.27  -0.09
H 2.15 0.19 0.45  0.09
H -0.71 -2.45 -3.34  -0.01
C 2.42 -6.07 -0.50  -1.11
H -3.69 1.59 -3.78  0.12
H -4.72 0.39 -0.93  0.06

---

Formula: C23H58N2Na6O9
Source: the Open Molecules 2025 dataset
Level of theory: ωB97M-V with the def2-TZVPD basis set

Computed properties:
HOMO-LUMO gap ... 1.6 eV
Total charge ... +4
E_HOMO ... -15.372 eV

Last column: Löwdin charge in e.
Element x y z (Å)
C -3.43 5.75 1.09  -0.01
C 0.59 3.78 -0.41  -0.02
H 1.93 -3.82 3.71  0.08
Na -2.09 -1.48 -5.23  0.75
H 2.93 -3.98 2.28  0.08
H 3.00 0.89 -2.90  -0.02
H -1.67 -0.87 1.39  0.11
O -1.18 1.06 -5.73  -0.04
H 0.55 4.72 -0.97  0.11
H 1.06 -1.92 3.65  0.09
H -1.49 1.39 -6.58  0.11
H -4.69 3.94 -0.50  0.14
O 1.98 -0.73 -3.37  -0.42
H 5.72 3.51 1.74  0.09
H 2.01 -5.50 0.36  0.08
O -0.87 4.78 1.72  0.04
C -0.99 -1.57 0.91  -0.01
Na -0.52 -3.98 -1.19  0.60
C 2.12 -4.45 2.85  0.00
Na 1.30 0.67 -5.57  0.73
C -2.99 4.33 0.71  -0.50
H -2.76 -2.11 -1.99  -0.03
C 3.29 1.18 0.89  -0.06
H 5.99 1.96 0.96  0.08
H 3.99 2.70 -0.93  0.04
H -3.45 2.55 -2.26  0.11
H -0.03 2.09 1.56  0.10
H 0.29 -6.01 0.37  0.08
H -4.51 5.77 1.27  0.10
H -1.83 1.38 -5.09  0.09
H -0.26 1.19 0.08  0.05
O -0.95 -2.01 -3.03  -0.38
H -1.73 -4.52 4.33  0.13
H 2.23 1.33 0.63  0.06
H 1.31 -1.30 -1.44  0.09
H -0.68 0.04 -3.29  0.10
H -2.93 6.09 1.99  0.09
H -1.76 -2.20 3.58  0.14
O -3.59 -2.30 -1.54  -0.03
N 0.36 -3.52 1.30  -0.08
H 4.54 0.97 -2.87  0.04
C -0.27 -5.24 2.93  -0.11
H 5.33 2.00 2.60  0.09
H -1.67 1.63 1.09  0.06
H 1.15 3.07 -1.03  0.07
H -1.68 -3.54 -3.51  -0.05
C -0.87 -4.12 3.79  -0.14
C 0.86 -4.72 2.02  -0.51
H -3.59 -3.25 -1.38  0.05
O -2.03 -4.40 -3.81  -0.03
C 3.91 2.56 1.06  -0.48
C -0.43 -0.77 -2.57  -0.33
C -3.61 4.00 -0.64  -0.13
H -2.88 3.32 2.69  0.10
N -1.54 4.31 0.60  -0.07
H -2.17 -3.31 2.31  0.13
H 3.76 0.60 0.08  0.05
C 0.70 -1.47 2.73  0.01
O 3.74 1.47 -2.66  -0.02
C 1.05 -0.63 -2.29  -0.33
H -0.98 2.24 -1.99  0.09
H -0.94 -0.43 -1.66  0.11
H -3.62 2.36 1.41  0.07
H -1.78 -4.49 -4.74  0.05
H 3.28 3.13 1.74  0.15
C -1.33 -2.96 2.92  -0.12
H -3.21 6.47 0.30  0.10
H 1.52 -1.10 2.11  0.06
C -1.51 3.02 -1.43  -0.14
C -3.01 2.78 -1.29  -0.17
H -0.61 5.69 1.52  0.14
Na 1.07 -2.98 -4.34  0.67
Na 3.95 -1.26 -4.92  0.76
H 0.22 -5.95 3.59  0.14
H 2.05 -2.65 0.90  0.08
C -0.80 3.28 -0.09  -0.50
Na 3.75 -2.01 -1.81  0.73
C 1.17 -5.80 0.99  -0.02
C -3.52 3.37 1.80  0.00
H 0.13 -0.62 3.12  0.11
O 1.33 -3.05 0.36  -0.10
H 1.23 3.94 0.46  0.08
H -1.58 -2.25 0.28  0.07
H -1.02 -5.77 2.35  0.13
H 1.49 -6.71 1.49  0.11
C 5.31 2.51 1.63  -0.04
H 1.13 0.37 -1.81  0.12
C -0.71 1.96 0.72  0.00
H -0.13 -3.85 4.54  0.12
H -4.48 3.72 2.18  0.10
H -3.49 4.87 -1.30  0.13
H 2.55 -5.39 3.21  0.11
H -1.41 3.94 -2.03  0.13
C -0.28 -2.40 2.01  -0.50
H -3.18 1.89 -0.66  0.11
O 3.87 3.28 -0.17  -0.04
H 3.24 0.62 1.82  0.08
H -0.25 -1.05 0.30  0.05